1.
19
Properties=species:S:1:pos:R:3:mulliken_charge:R:1 method="wB97M-V/def2-TZVPD" charge=+1 orbital_gap_ev=10.619
C 0.184 -1.271 1.623 -0.632
N 1.262 -0.305 1.521 -0.468
C -0.917 -0.910 0.633 -0.459
N -0.464 -0.930 -0.784 -0.188
H -0.247 -1.248 2.620 0.361
H 0.597 -2.233 1.301 0.362
H 1.152 0.437 2.216 0.217
H 2.228 -0.593 1.583 0.196
H -1.173 0.114 0.904 0.243
H -1.819 -1.488 0.788 0.398
H 0.540 -0.716 -0.716 0.323
H -0.605 -1.872 -1.166 0.378
H -0.913 -0.257 -1.432 0.292
H 1.945 2.433 -1.131 0.319
H 2.002 1.771 -2.555 0.313
O 1.755 1.622 -1.625 -0.616
H -2.460 2.057 -1.653 0.311
H -1.180 1.987 -0.909 0.323
O -1.887 1.403 -1.217 -0.673

***

2.
117
Properties=species:S:1:pos:R:3:mulliken_charge:R:1 method="wB97M-V/def2-TZVPD" orbital_gap_ev=5.643
La 0.079 -0.517 -0.590 0.898
C 5.205 2.658 -3.967 -1.457
C 4.366 1.348 -4.355 -0.972
C 3.583 0.742 -3.196 0.503
C 4.190 -0.151 -2.435 -0.443
C 5.427 -0.940 -2.589 -1.022
C 5.224 -2.410 -3.013 -1.244
C 3.325 -0.288 -1.244 0.880
N 2.228 0.476 -1.331 -0.617
C 2.355 1.107 -2.543 0.238
C 1.413 2.014 -2.961 -0.278
C 0.210 2.422 -2.342 0.086
C -0.589 3.552 -2.715 0.785
C -0.241 4.529 -3.839 -1.237
C 0.898 5.391 -3.426 -1.118
C -1.507 3.756 -1.786 0.408
C -1.305 2.662 -0.818 0.073
C -2.044 2.502 0.388 -0.910
C -1.707 1.671 1.522 0.455
N -0.758 0.665 1.478 -0.024
C -0.665 0.227 2.789 0.665
C 0.272 -0.659 3.245 -0.399
C 1.331 -1.217 2.543 0.080
N 1.601 -0.958 1.260 -0.019
C 2.907 -1.310 1.052 1.000
C 3.701 -0.965 -0.136 -1.145
C 3.509 -1.926 2.199 -0.385
C 2.516 -1.900 3.104 0.868
C 2.711 -2.329 4.524 -0.870
C 2.942 -1.189 5.429 -0.605
C 4.979 -2.067 2.227 -1.117
C 5.696 -0.757 2.274 -0.925
C -1.589 0.934 3.658 -0.605
C -2.309 1.723 2.833 0.508
C -3.296 2.779 3.234 -0.687
C -2.628 4.157 3.166 -0.985
C -1.542 0.889 5.180 -1.152
C -0.475 1.884 5.877 -1.291
N -0.263 1.896 -1.181 -0.514
C -2.587 4.799 -1.719 -1.173
C -3.920 4.422 -2.449 -0.866
H 6.054 2.712 -4.577 0.436
H 5.561 2.661 -2.996 0.396
H 4.647 3.605 -4.045 0.313
H 4.999 0.623 -4.808 0.658
H 3.570 1.600 -5.081 0.455
H 6.043 -1.014 -1.666 0.307
H 6.133 -0.561 -3.292 0.474
H 4.550 -2.863 -2.276 0.227
H 6.081 -3.010 -3.118 0.436
H 4.693 -2.393 -3.961 0.335
H 1.590 2.480 -3.907 0.525
H -1.088 5.124 -4.027 0.523
H -0.024 3.867 -4.680 0.402
H 0.749 5.936 -2.510 0.330
H 1.217 6.090 -4.170 0.440
H 1.807 4.781 -3.111 0.175
H -2.861 3.174 0.502 0.706
H 0.112 -1.000 4.335 0.061
H 4.606 -1.543 -0.250 0.239
H 3.688 -2.871 4.403 0.276
H 1.761 -2.825 4.813 0.309
H 3.869 -0.557 5.215 0.136
H 3.083 -1.476 6.511 0.371
H 1.992 -0.598 5.546 0.031
H 5.251 -2.729 1.446 0.392
H 5.131 -2.563 3.198 0.384
H 5.374 -0.014 1.479 0.159
H 6.707 -0.785 2.041 0.449
H 5.452 -0.232 3.250 0.159
H -3.585 2.577 4.263 0.339
H -4.115 2.764 2.471 0.191
H -1.708 4.298 3.775 0.166
H -3.237 4.938 3.537 0.514
H -2.342 4.384 2.163 0.190
H -1.345 -0.133 5.536 0.485
H -2.602 1.224 5.505 0.422
H 0.474 1.872 5.398 0.310
H -0.316 1.752 6.959 0.396
H -0.740 2.909 5.840 0.339
H -2.187 5.766 -2.050 0.524
H -2.817 4.970 -0.678 0.260
H -3.822 4.316 -3.574 0.293
H -4.711 5.149 -2.202 0.405
H -4.176 3.408 -2.199 -0.007
Cl -0.303 -1.651 -3.222 -0.709
C -4.645 -6.179 0.458 -1.228
C -3.172 -6.075 0.097 -0.201
N -2.703 -4.717 0.463 -0.074
C -1.725 -4.045 -0.199 0.167
S -0.453 -3.308 0.676 -0.253
N -1.734 -3.890 -1.528 0.258
C -2.907 -4.150 -2.314 -0.666
C -2.681 -5.308 -3.283 -1.250
H -4.972 -7.191 0.444 0.431
H -5.287 -5.662 -0.199 0.320
H -4.828 -5.797 1.491 0.287
H -3.032 -6.318 -0.926 -0.006
H -2.651 -6.788 0.736 0.389
H -2.725 -4.624 1.470 0.377
H -1.033 -3.238 -1.940 -0.071
H -3.039 -3.216 -2.917 0.326
H -3.740 -4.291 -1.630 0.473
H -2.064 -4.843 -4.053 0.373
H -3.704 -5.587 -3.731 0.305
H -2.288 -6.234 -2.823 0.324
Cl -5.456 0.906 -2.904 -0.216
C -4.610 0.218 -1.533 -0.107
C -5.426 -0.099 -0.472 -0.316
C -4.803 -0.619 0.663 -1.239
C -3.428 -0.784 0.636 -0.379
N -2.709 -0.583 -0.435 0.896
C -3.252 -0.025 -1.552 -0.730
H -6.479 0.142 -0.474 0.468
H -5.419 -0.747 1.587 0.406
H -2.775 -0.948 1.467 0.639
H -2.716 0.222 -2.407 0.689